44
Properties=species:S:1:pos:R:3:lowdin_charge:R:1 method="wB97M-V/def2-TZVPD" gap_ha="0.23958 / 0.16520" total_charge=+4 e_lumo_ha="-0.5062 / -0.5731"
Sn 0.08 0.19 -0.40 1.413
N -1.03 1.77 1.06 -0.099
C -1.51 1.62 2.47 -0.156
C -0.38 1.32 3.44 -0.082
N 0.22 0.00 3.28 0.018
C 1.67 -0.12 3.40 -0.069
C 2.37 -0.76 2.21 -0.148
N 2.11 -0.04 0.92 -0.092
C -0.65 -1.17 3.39 -0.072
C -0.61 -2.17 2.23 -0.141
N -0.95 -1.58 0.89 -0.087
H -0.46 2.62 1.00 0.112
H -1.85 2.01 0.50 0.107
H -2.29 0.86 2.49 0.124
H -1.97 2.56 2.80 0.159
H -0.76 1.38 4.47 0.193
H 0.42 2.07 3.36 0.148
H 1.89 -0.73 4.29 0.180
H 2.07 0.88 3.59 0.149
H 2.10 -1.80 2.07 0.115
H 3.44 -0.74 2.43 0.159
H 2.69 -0.52 0.22 0.103
H 2.55 0.89 0.96 0.115
H -1.67 -0.82 3.55 0.142
H -0.35 -1.71 4.30 0.182
H -1.34 -2.94 2.47 0.158
H 0.35 -2.67 2.15 0.118
H -1.95 -1.37 0.87 0.109
H -0.86 -2.36 0.23 0.108
N 0.36 0.01 -6.07 0.186
C 0.70 0.05 -4.80 -0.071
N -0.34 -0.02 -3.94 0.102
C -1.42 -0.09 -4.74 -0.189
C -2.81 -0.23 -4.41 0.037
C -3.70 -0.35 -5.43 -0.002
C -3.27 -0.30 -6.79 0.096
C -1.90 -0.22 -7.15 0.100
C -1.03 -0.08 -6.12 -0.140
H 0.99 0.06 -6.86 0.203
H 1.74 0.14 -4.50 0.153
H -3.14 -0.21 -3.38 0.117
H -4.76 -0.46 -5.23 0.137
H -4.02 -0.29 -7.58 0.150
H -1.60 -0.27 -8.19 0.154

22
Properties=species:S:1:pos:R:3:lowdin_charge:R:1 method="wB97M-V/def2-TZVPD" gap_ha=0.36338 smiles=CCCNCCC de_lowest_kj_mol=249.3 total_charge=0 e_lumo_ha=0.0408
C -2.26 -1.28 -0.36 -0.096
C -1.06 -1.45 -1.35 -0.292
C 0.03 -0.52 -1.38 -0.290
N 0.78 -0.74 -0.10 -0.084
C 1.55 0.38 0.33 -0.303
C 0.92 1.71 0.60 -0.247
C 0.35 1.79 2.03 -0.098
H -3.17 -1.22 -0.99 0.077
H -2.30 -0.26 0.04 0.059
H -2.29 -1.89 0.52 0.059
H -1.49 -1.75 -2.29 0.103
H -0.45 -2.31 -0.93 0.126
H -0.45 0.58 -1.46 0.134
H 0.71 -0.47 -2.20 0.105
H -0.01 -1.06 0.54 0.117
H 2.42 0.33 -0.40 0.137
H 1.96 -0.08 1.21 0.101
H 1.60 2.40 0.16 0.091
H 0.16 1.91 -0.20 0.098
H -0.42 2.45 2.19 0.025
H -0.11 0.83 2.43 0.090
H 1.13 1.98 2.84 0.091